[1]
A 2-piece molecular cluster, C2H3O2 overall in a non-equilibrium geometry, computed with wB97M-V/def2-TZVPD.

```
7
Properties=species:S:1:pos:R:3:forces:R:3
C -2.421 0.735 0.963 1.5 0.2 -0.6
C 1.734 -0.491 -0.787 1.0 -3.2 -0.4
O -2.580 0.743 2.043 -0.9 -0.1 1.3
O 0.759 -0.295 -0.139 -1.6 2.0 1.1
H -1.947 0.794 -0.009 -0.2 -0.2 -0.8
H 1.773 -1.509 -1.202 0.3 0.0 -0.8
H 2.683 0.025 -0.870 0.0 1.3 0.2
```
Forces are in eV/Å.

Its frontier orbital gap is 6.37 eV. Its charge is +1. The LUMO energy comes out at -7.4 eV. The HOMO energy comes out at -13.79 eV. The strongest force on any atom is 3.4 eV/A.

=====

[2]
CH4IN2O as an isolated structure in a non-equilibrium geometry, computed with wB97M-V/def2-TZVPD.

```
9
Properties=species:S:1:pos:R:3:forces:R:3
C -0.266 -0.481 0.089 0.1 2.7 -0.7
N 0.323 -1.607 0.001 1.6 1.8 0.6
N 0.693 1.135 -0.185 -1.5 -4.1 -0.9
O -0.168 2.088 0.084 -0.5 1.0 1.2
I -2.334 -0.269 -0.040 0.9 -0.1 0.1
H 1.333 -1.554 0.159 -0.2 -0.6 -0.3
H -0.130 -2.479 -0.050 -0.6 -1.4 -0.1
H 1.408 1.051 0.546 -0.5 0.6 0.4
H -0.858 2.115 -0.604 0.6 0.1 -0.2
```
Forces are in eV/Å.

Its frontier orbital gap is 9.38 eV. Its charge is +1. The LUMO energy comes out at -5.2 eV. The HOMO energy comes out at -14.58 eV. The strongest force on any atom is 4.5 eV/A.

=====

[3]
A 7-piece molecular cluster, C65H79N4O26 overall in a non-equilibrium geometry, computed with wB97M-V/def2-TZVPD.

```
174
Properties=species:S:1:pos:R:3:forces:R:3
C -5.014 1.329 -0.223 0.2 0.2 0.3
C -5.377 1.408 1.259 0.1 -0.2 0.0
C -4.894 2.682 1.920 0.0 0.4 -0.3
C -5.514 3.911 1.279 0.5 0.2 0.0
C -4.760 5.215 1.544 -0.7 -0.2 0.5
C -5.683 6.434 1.428 0.4 0.3 -0.4
C -5.308 7.432 0.335 0.3 -0.5 0.1
C -5.128 6.868 -1.079 -0.5 0.7 0.0
C -6.125 5.829 -1.590 0.6 -0.5 -0.2
C -5.369 4.663 -2.239 -0.1 0.0 -0.2
C -5.142 4.818 -3.748 0.3 -0.1 0.6
C -3.755 4.383 -4.242 -0.2 0.3 -0.5
C -3.728 3.185 -5.191 0.1 -0.1 0.5
C -3.184 1.918 -4.518 -0.1 -0.3 -0.8
C -1.743 1.611 -4.956 -0.1 0.4 1.0
C -0.814 1.221 -3.812 -0.1 -0.4 -0.5
C 0.632 1.204 -4.271 0.1 0.4 0.3
C 1.630 0.636 -3.262 0.0 0.0 -0.1
C 1.457 1.269 -1.925 0.0 0.4 0.0
N 1.747 2.559 -1.905 -0.2 0.7 0.8
N 1.529 3.260 -0.781 0.2 -0.9 -0.7
C 1.820 4.698 -0.849 -0.1 -0.3 -0.6
C 0.581 5.512 -1.185 0.7 0.7 0.6
O -0.233 5.720 -0.053 -0.6 -0.8 -0.2
C 1.057 6.871 -1.796 -0.7 -0.1 0.6
N 0.783 7.959 -0.871 0.2 0.1 -0.1
C 1.038 2.716 0.313 0.1 0.0 0.1
C 0.773 1.371 0.348 0.0 -0.2 -0.3
C 0.983 0.604 -0.779 -0.3 0.2 0.5
C 0.689 -0.844 -0.680 0.1 -0.3 -0.1
C 1.788 -1.532 0.173 0.1 0.2 0.5
O 1.922 -1.135 1.299 0.1 -0.1 -0.3
N 2.552 -2.583 -0.370 -0.3 -0.1 0.0
C 1.685 -3.700 -0.780 0.1 0.6 0.2
C 3.409 -2.147 -1.463 0.1 -0.2 0.1
H -4.310 2.110 -0.484 0.2 0.2 -0.1
H -5.875 1.454 -0.858 -0.3 0.0 -0.3
H -4.536 0.392 -0.456 0.1 -0.5 -0.2
H -6.453 1.337 1.361 -0.3 0.0 0.1
H -4.966 0.550 1.776 0.1 -0.2 0.2
H -3.814 2.764 1.814 0.3 -0.1 0.0
H -5.118 2.689 2.979 0.0 -0.1 0.4
H -6.525 4.038 1.639 -0.4 -0.1 0.0
H -5.549 3.751 0.214 -0.3 0.0 -0.5
H -3.887 5.304 0.907 0.2 0.0 -0.2
H -4.398 5.152 2.564 0.3 0.1 0.3
H -5.695 6.986 2.359 0.0 0.1 0.4
H -6.700 6.102 1.285 -0.4 -0.1 -0.1
H -6.000 8.262 0.355 -0.4 0.2 -0.1
H -4.343 7.854 0.600 0.2 0.3 0.1
H -4.125 6.479 -1.169 0.4 -0.3 0.0
H -5.161 7.721 -1.747 0.2 0.3 -0.2
H -6.771 6.246 -2.348 -0.4 0.3 -0.1
H -6.756 5.446 -0.803 -0.2 0.0 0.4
H -5.880 3.730 -2.050 -0.2 -0.4 0.1
H -4.395 4.591 -1.771 0.2 -0.2 0.3
H -5.907 4.250 -4.256 -0.3 0.0 -0.4
H -5.271 5.860 -4.003 -0.2 0.3 -0.2
H -3.096 4.195 -3.400 0.2 0.0 0.2
H -3.352 5.231 -4.781 0.3 0.3 -0.1
H -4.725 3.038 -5.582 -0.3 -0.2 -0.1
H -3.105 3.421 -6.042 0.2 0.0 -0.3
H -3.813 1.079 -4.790 -0.1 -0.3 0.1
H -3.236 2.024 -3.443 -0.1 0.0 0.4
H -1.327 2.539 -5.330 0.2 0.1 -0.6
H -1.730 0.842 -5.714 0.1 -0.1 -0.5
H -0.958 1.964 -3.037 0.0 0.1 0.5
H -1.083 0.242 -3.426 -0.2 -0.3 0.3
H 0.938 2.229 -4.443 0.0 0.4 -0.3
H 0.727 0.689 -5.216 0.1 -0.3 -0.2
H 2.638 0.861 -3.580 0.4 0.0 -0.2
H 1.549 -0.435 -3.198 -0.1 -0.4 0.1
H 2.293 4.998 0.076 0.0 0.2 0.3
H 2.532 4.810 -1.649 0.3 -0.1 -0.2
H 0.003 4.937 -1.894 -0.3 0.0 -0.4
H 0.280 5.665 0.753 0.1 0.5 0.1
H 0.574 6.985 -2.760 0.1 0.1 -0.4
H 2.127 6.836 -1.924 0.4 0.0 -0.3
H 1.306 8.775 -1.154 0.0 0.1 0.0
H -0.195 8.213 -0.891 -0.1 0.0 0.1
H 0.867 3.346 1.161 0.0 0.3 0.2
H 0.399 0.931 1.248 -0.1 -0.2 0.3
H 0.504 -1.326 -1.626 0.2 -0.1 -0.3
H -0.203 -0.953 -0.081 -0.4 -0.1 0.1
H 0.826 -3.738 -0.125 -0.2 -0.2 0.3
H 2.234 -4.622 -0.689 0.2 -0.3 -0.1
H 1.321 -3.554 -1.798 -0.1 -0.1 -0.3
H 2.893 -2.140 -2.422 -0.2 0.2 -0.3
H 3.836 -1.176 -1.255 0.1 0.3 0.1
H 4.230 -2.841 -1.559 0.3 -0.3 0.0
C 3.121 -7.624 3.569 -0.1 -0.1 0.1
C 3.422 -6.578 2.790 0.0 -0.1 0.3
C 3.542 -6.706 1.300 0.0 -0.5 -0.3
O 3.811 -5.706 0.655 0.1 0.3 0.1
C 3.333 -8.007 0.702 -0.2 0.1 -0.2
C 3.031 -9.058 1.474 0.0 0.0 -0.1
C 2.897 -8.926 2.969 0.0 0.1 0.2
O 2.606 -9.930 3.595 0.0 0.0 -0.1
O 2.833 -10.282 1.012 0.0 0.0 0.0
O 3.635 -5.359 3.277 0.0 0.2 -0.1
H 3.034 -7.533 4.641 0.0 0.0 0.0
H 3.436 -8.087 -0.371 0.0 0.0 0.0
H 2.632 -10.843 1.787 0.0 0.0 0.0
H 3.825 -4.770 2.525 0.0 -0.1 -0.1
C 9.474 -7.257 1.108 0.1 0.0 0.0
C 8.155 -7.345 0.891 0.1 0.0 0.0
C 7.205 -7.872 1.938 0.0 -0.1 0.2
O 6.020 -7.894 1.640 0.2 0.0 0.0
C 7.736 -8.314 3.204 -0.1 0.0 0.0
C 9.059 -8.230 3.425 -0.1 0.0 0.0
C 10.012 -7.682 2.386 0.0 0.1 -0.2
O 11.188 -7.632 2.691 0.0 0.0 0.1
O 9.641 -8.608 4.545 0.0 0.0 0.1
O 7.566 -6.981 -0.238 0.0 0.0 -0.1
H 10.163 -6.880 0.366 0.0 0.0 0.0
H 7.047 -8.702 3.941 0.0 0.0 0.0
H 10.598 -8.436 4.438 0.0 0.0 -0.1
H 6.610 -7.144 -0.117 0.0 0.0 0.1
C -0.167 6.512 -6.295 0.0 -0.1 0.1
C 0.916 7.291 -6.415 -0.1 -0.2 0.0
C 1.090 8.243 -7.573 -0.1 0.1 -0.2
O 2.103 8.918 -7.575 0.0 0.0 0.1
C 0.062 8.287 -8.593 0.1 0.1 -0.1
C -1.019 7.502 -8.479 0.0 0.1 0.0
C -1.204 6.570 -7.309 0.1 -0.2 0.3
O -2.218 5.896 -7.269 0.0 0.1 -0.2
O -2.003 7.472 -9.361 0.0 0.0 0.0
O 1.920 7.297 -5.551 0.0 0.0 0.1
H -0.305 5.825 -5.472 0.0 0.0 0.0
H 0.204 8.961 -9.426 0.0 0.0 0.0
H -2.660 6.825 -9.039 0.0 0.0 0.0
H 2.563 7.953 -5.890 0.0 0.0 -0.1
C -0.795 -6.806 -3.298 -0.1 -0.1 0.1
C 0.367 -6.163 -3.475 0.0 -0.1 0.0
C 0.611 -5.247 -4.649 -0.1 0.1 -0.2
O 1.695 -4.684 -4.687 0.0 0.0 0.1
C -0.435 -5.084 -5.632 0.1 0.1 0.0
C -1.599 -5.733 -5.465 0.1 0.0 0.0
C -1.856 -6.629 -4.274 0.1 -0.1 0.2
O -2.950 -7.153 -4.204 0.0 0.1 -0.1
O -2.611 -5.649 -6.306 -0.1 0.0 0.0
O 1.399 -6.253 -2.648 0.0 -0.1 0.1
H -0.980 -7.460 -2.458 0.0 0.0 0.0
H -0.244 -4.438 -6.477 0.0 0.0 0.0
H -3.325 -6.214 -5.947 0.0 0.0 0.0
H 2.100 -5.692 -3.035 0.0 0.0 0.0
C -2.167 1.618 7.836 -0.1 0.1 -0.1
C -1.812 1.068 9.008 0.0 0.0 0.0
C -0.614 0.155 9.132 0.2 -0.1 -0.1
O -0.365 -0.283 10.241 -0.1 0.0 -0.1
C 0.156 -0.147 7.942 0.1 -0.1 0.1
C -0.204 0.399 6.772 0.0 -0.1 0.2
C -1.386 1.328 6.653 -0.2 0.1 0.2
O -1.619 1.784 5.546 0.1 0.0 -0.2
O 0.427 0.186 5.627 0.1 0.0 -0.2
O -2.461 1.268 10.141 0.0 0.0 0.0
H -3.020 2.273 7.735 0.0 0.0 0.0
H 0.999 -0.817 8.040 0.0 0.0 -0.1
H -0.051 0.712 4.957 -0.1 0.0 0.1
H -1.991 0.757 10.830 0.0 0.0 0.0
C 1.111 -4.005 9.176 0.0 0.1 -0.1
C 0.920 -5.154 9.841 0.0 0.1 0.0
C 1.285 -6.491 9.243 0.1 -0.1 -0.2
O 1.091 -7.478 9.927 0.0 0.1 0.0
C 1.837 -6.519 7.902 0.0 -0.1 0.1
C 2.026 -5.370 7.238 0.0 -0.1 0.1
C 1.681 -4.034 7.843 -0.2 0.2 0.3
O 1.892 -3.036 7.173 0.1 -0.1 -0.1
O 2.532 -5.326 6.016 0.0 -0.2 -0.1
O 0.406 -5.227 11.056 0.0 0.0 0.0
H 0.852 -3.042 9.598 0.0 0.0 0.0
H 2.084 -7.482 7.478 0.0 0.0 0.0
H 2.590 -4.397 5.735 0.0 0.2 0.1
H 0.386 -6.174 11.296 0.0 0.0 0.0
```
Forces are in eV/Å.

Its frontier orbital gap is 6.69 eV. Its charge is +1. The LUMO energy comes out at -4.2 eV. The HOMO energy comes out at -10.89 eV. The strongest force on any atom is 1.2 eV/A.

=====

[4]
A 10-piece molecular cluster, C18H46BO17 overall in a non-equilibrium geometry, computed with wB97M-V/def2-TZVPD.

```
82
Properties=species:S:1:pos:R:3:forces:R:3
O -0.481 2.834 2.155 0.2 -0.4 -1.0
C 0.100 2.210 1.304 -1.5 -0.6 -0.5
O -0.437 1.584 0.226 -0.4 0.4 0.6
B 0.526 0.621 -0.322 -0.6 0.3 -0.4
O 1.773 1.006 0.290 1.2 0.4 1.5
C 1.551 1.867 1.285 4.0 2.2 3.6
O 2.347 2.400 2.144 -3.0 -2.9 -4.3
O 0.742 0.629 -1.825 -0.8 -0.9 0.2
C 0.508 -0.605 -2.246 1.6 -1.2 -3.0
O 0.699 -1.118 -3.362 -0.5 2.0 2.2
C 0.162 -1.509 -1.100 -0.9 -1.4 0.4
O 0.060 -0.786 -0.034 0.6 1.2 0.9
O -0.023 -2.706 -1.167 0.4 0.7 0.0
C -2.220 -5.020 -0.149 -0.3 0.0 -2.2
O -3.513 -4.520 0.134 -0.4 0.4 0.9
H -2.214 -5.171 -1.229 0.4 -0.5 -0.4
H -1.466 -4.235 -0.088 0.0 -0.2 1.0
H -1.999 -6.002 0.269 0.2 0.3 0.6
H -4.169 -4.919 -0.443 0.2 -0.1 0.1
C 3.610 1.154 -4.336 -0.3 -0.7 0.9
O 4.812 0.945 -3.547 -0.3 0.4 -1.1
H 2.847 0.418 -4.084 0.0 0.1 0.3
H 3.168 2.131 -4.143 0.3 0.1 0.0
H 3.725 1.001 -5.409 0.8 0.1 0.1
H 4.644 0.399 -2.775 -0.4 0.0 -0.2
C 1.465 6.102 4.031 0.2 -0.2 0.7
C -0.039 6.221 3.770 1.5 -0.2 -1.2
O -0.246 5.609 2.502 -0.9 0.2 0.1
H 1.834 6.916 4.653 0.2 0.2 -0.1
H 1.963 6.053 3.062 0.0 0.5 0.1
H 1.777 5.186 4.533 -0.3 -0.2 0.1
H -0.243 7.277 3.593 -0.5 0.0 0.4
H -0.651 5.763 4.547 -0.2 0.3 0.1
H -0.205 4.658 2.632 0.0 -0.4 -0.2
C 1.770 -5.495 -2.517 -0.3 0.1 -1.4
C 2.024 -6.114 -1.151 -0.7 1.2 -2.0
O 2.046 -5.040 -0.281 0.9 0.5 2.2
H 2.450 -4.677 -2.755 0.7 -0.1 0.5
H 0.838 -4.945 -2.643 -0.6 -0.5 0.4
H 1.895 -6.170 -3.364 -0.2 -0.3 0.1
H 2.980 -6.624 -1.276 0.2 -0.1 0.8
H 1.227 -6.784 -0.829 0.1 -0.4 -0.2
H 1.718 -4.221 -0.660 -0.2 -0.2 -0.3
C -0.195 -2.967 3.114 0.6 1.0 -0.7
C -1.277 -2.063 2.552 -0.6 -0.1 1.1
O -2.143 -1.771 3.707 0.2 0.4 -0.9
H 0.707 -2.930 2.502 -0.2 -0.6 -0.6
H -0.598 -3.970 3.257 0.4 0.0 0.2
H 0.194 -2.484 4.010 -0.5 -0.4 0.5
H -1.832 -2.502 1.723 -0.2 -0.3 0.2
H -0.903 -1.130 2.128 0.1 0.1 0.5
H -2.950 -2.290 3.679 0.1 -0.1 -0.3
C 2.757 3.696 -1.807 -1.6 -0.2 1.5
C 1.398 4.096 -2.352 0.6 0.5 -0.3
O 1.234 5.526 -2.046 -0.1 -1.5 -0.9
H 3.561 4.396 -2.037 -0.1 -0.3 -0.5
H 2.910 2.640 -2.030 0.6 0.2 -0.1
H 2.558 3.782 -0.739 0.8 -0.2 0.4
H 0.565 3.491 -1.994 0.1 0.1 0.9
H 1.402 3.747 -3.384 -0.2 1.3 -0.9
H 0.324 5.663 -1.773 -0.1 0.0 0.0
C -2.120 2.149 5.078 -1.2 -0.8 -0.2
C -3.038 3.347 4.714 1.9 -0.7 -0.1
O -3.075 4.260 5.811 -0.3 -0.2 -0.2
H -2.118 1.369 4.317 -0.1 0.2 -0.4
H -2.515 1.617 5.944 0.1 0.2 0.4
H -1.062 2.374 5.217 -0.1 0.5 0.2
H -4.039 3.053 4.398 0.1 0.0 0.3
H -2.513 3.819 3.883 -0.4 0.3 -0.4
H -2.152 4.265 6.074 0.0 0.4 0.4
C -3.672 -1.613 -3.087 0.7 -0.4 -0.5
C -2.599 -2.755 -2.975 -1.1 1.3 0.9
O -3.200 -3.870 -3.575 -0.1 -1.3 -0.5
H -3.363 -0.600 -2.828 0.2 -0.1 0.3
H -4.597 -1.882 -2.577 0.2 0.0 0.5
H -3.987 -1.570 -4.129 0.2 0.0 -0.2
H -2.438 -3.069 -1.943 0.3 0.8 0.2
H -1.621 -2.540 -3.406 -0.2 0.2 -0.3
H -3.471 -4.387 -2.813 -0.2 -0.4 -0.5
O 2.374 -1.499 -5.565 0.5 -0.1 -0.6
H 2.103 -2.398 -5.752 -0.1 -0.2 0.0
H 2.033 -1.323 -4.688 -0.4 0.1 0.3
```
Forces are in eV/Å.

Its frontier orbital gap is 9.81 eV. Its charge is -1. The LUMO energy comes out at 2.1 eV. The HOMO energy comes out at -7.73 eV. The strongest force on any atom is 6.0 eV/A.

=====

[5]
A 9-piece molecular cluster, C21H27F3N6O9 overall in a non-equilibrium geometry, computed with wB97M-V/def2-TZVPD.

```
66
Properties=species:S:1:pos:R:3:forces:R:3
O -2.513 3.853 0.174 -1.1 3.1 1.5
C -2.819 4.963 0.613 0.4 -4.2 -1.3
O -2.305 6.099 0.200 0.4 -0.5 -1.9
C -2.696 7.056 1.097 1.1 1.9 1.9
C -3.966 6.538 1.718 2.8 1.1 1.5
F -5.050 6.876 1.108 -2.9 0.9 -1.4
O -3.736 5.207 1.609 0.2 -2.7 -0.5
H -1.992 6.938 1.921 0.3 0.6 0.3
H -2.580 8.071 0.717 -0.6 -0.2 -0.2
H -3.966 6.806 2.775 -0.6 0.1 0.1
O -1.913 -4.840 0.718 3.0 -1.9 2.2
C -1.202 -5.500 1.481 -0.8 2.3 -2.4
O -1.636 -6.380 2.319 -2.0 -1.7 1.6
C -0.682 -6.738 3.313 2.1 0.5 -1.2
C 0.639 -6.448 2.440 -1.7 -1.8 3.3
F 1.008 -7.660 1.840 -0.5 1.3 -0.5
O 0.204 -5.430 1.624 0.1 0.1 -1.1
H -0.785 -6.091 4.185 0.1 0.4 -0.2
H -0.676 -7.749 3.721 -0.6 -0.2 -0.9
H 1.421 -6.277 3.180 0.5 1.0 -0.9
O 3.466 2.821 -5.517 0.6 0.3 -0.8
C 2.513 3.161 -4.924 -0.3 -0.6 0.5
O 2.466 3.165 -3.550 2.6 -0.3 -1.6
C 1.238 3.518 -3.141 -3.4 0.1 1.0
C 0.398 3.290 -4.420 -1.1 -0.7 0.9
F -0.599 4.153 -4.629 -0.8 0.7 0.4
O 1.268 3.431 -5.445 3.2 0.5 -1.0
H 0.891 2.850 -2.353 0.0 -0.1 0.0
H 1.187 4.523 -2.722 -0.1 0.3 -0.4
H 0.042 2.272 -4.579 -0.7 -0.2 0.9
C 5.437 -2.379 -4.955 -0.3 0.1 -1.4
C 5.097 -2.028 -3.597 0.0 -0.2 0.8
N 4.780 -1.805 -2.514 0.1 0.1 -0.4
H 5.480 -1.488 -5.582 0.2 0.2 0.2
H 4.624 -2.949 -5.405 -0.1 -0.2 0.2
H 6.356 -2.938 -5.130 0.0 0.1 0.6
C -5.476 -1.669 -3.106 1.1 -0.2 -0.9
C -4.089 -1.327 -3.607 0.2 -0.2 -0.4
N -3.050 -1.160 -4.100 -1.6 -0.1 1.0
H -5.719 -2.651 -3.512 0.2 -0.2 0.1
H -6.216 -1.020 -3.575 0.2 0.4 0.5
H -5.523 -1.731 -2.019 0.0 0.3 -0.2
C -5.027 -1.466 3.930 -0.1 -0.5 -0.8
C -5.064 -0.970 5.289 -0.1 -1.2 -1.7
N -5.228 -0.641 6.359 -0.1 0.8 2.0
H -5.942 -1.162 3.422 0.3 0.7 -0.2
H -5.103 -2.546 3.802 0.2 -0.2 0.9
H -4.098 -1.212 3.420 -0.3 0.5 -0.1
C 0.212 -0.998 -0.132 -0.7 0.1 0.7
C -0.172 -0.643 1.258 1.7 -1.4 -4.1
N -0.479 -0.275 2.269 -1.1 1.1 3.6
H 0.107 -2.067 -0.314 -0.1 0.1 0.1
H 1.228 -0.696 -0.386 -0.2 0.2 0.1
H -0.538 -0.456 -0.708 0.3 -0.1 -0.5
C 4.336 -1.927 2.365 0.7 -1.2 1.0
C 5.033 -3.230 2.492 1.6 -2.3 0.7
N 5.556 -4.263 2.693 -1.5 2.8 -0.7
H 3.290 -2.234 2.363 -0.2 0.8 -0.8
H 4.787 -1.329 1.574 -0.7 -0.2 -0.3
H 4.489 -1.395 3.304 0.1 0.0 0.0
C 4.062 2.574 1.409 1.3 -1.3 0.4
C 3.559 3.871 1.453 -0.4 -0.7 0.2
N 3.033 4.862 1.473 -1.3 3.2 0.0
H 5.093 2.674 1.750 0.4 -0.5 -0.5
H 3.952 2.246 0.376 0.3 -0.6 0.3
H 3.594 1.946 2.167 -0.3 -0.1 -0.4
```
Forces are in eV/Å.

Its frontier orbital gap is 11.41 eV. The LUMO energy comes out at 0.1 eV. The HOMO energy comes out at -11.27 eV. The strongest force on any atom is 4.7 eV/A. As for the structure (SMILES): O=C1OC[C@@H](F)O1.O=C1OC[C@@H](F)O1.O=C1OC[C@@H](F)O1.CC#N.CC#N.CC#N.CC#N.CC#N.CC#N.

=====

[6]
One molecule with the formula C6H12O, computed with wB97M-V/def2-TZVPD.

```
19
Properties=species:S:1:pos:R:3:forces:R:3
C -0.377 1.546 1.440 0.0 0.0 0.0
C 0.282 0.717 0.335 0.0 0.0 -0.1
C 1.808 0.792 0.441 0.1 0.0 0.0
C -0.124 -0.738 0.449 0.2 0.0 0.1
O -1.498 -1.099 0.409 -0.2 0.0 0.1
C -0.648 -1.604 -0.619 0.1 -0.1 -0.1
C -1.014 -1.193 -2.023 0.0 0.1 0.0
H -0.088 2.600 1.360 0.0 -0.2 0.0
H -1.468 1.477 1.386 0.1 0.0 0.0
H -0.062 1.190 2.430 -0.1 0.0 -0.2
H -0.033 1.114 -0.639 0.0 -0.1 0.1
H 2.137 0.397 1.412 -0.1 0.1 -0.2
H 2.164 1.825 0.371 -0.1 -0.1 0.0
H 2.301 0.204 -0.341 -0.1 0.1 0.1
H 0.414 -1.254 1.253 0.0 0.1 -0.1
H -0.414 -2.667 -0.515 -0.1 0.1 0.0
H -1.464 -0.197 -2.034 0.1 -0.1 0.0
H -1.759 -1.899 -2.410 0.1 0.1 0.0
H -0.156 -1.210 -2.704 -0.1 0.0 0.2
```
Forces are in eV/Å.

Its frontier orbital gap is 11.10 eV. The LUMO energy comes out at 1.1 eV. The HOMO energy comes out at -9.99 eV. The strongest force on any atom is 0.2 eV/A. As for the structure (SMILES): CC(C)[C@H]1O[C@H]1C.